#P
One molecule with the formula C3H6S2, computed with the ωB97M-V functional and the def2-TZVPD basis.

Last column: natural (NBO) charge in e.
Cartesian coordinates (Å):
C: -0.5554 -0.3414 -0.8495  -0.62
C: 0.7590 0.1555 -0.0929  -0.21
S: 1.1057 2.0226 0.0236  -0.05
C: 1.0500 -0.6356 1.0802  -0.45
S: 2.2971 -0.8361 -0.3088  0.07
H: -0.5572 0.2170 -1.7584  0.22
H: -1.4375 -0.0612 -0.2087  0.21
H: -0.6945 -1.3385 -1.1152  0.23
H: 2.2423 1.8280 -0.8123  0.16
H: 1.3742 -0.2216 1.9817  0.23
H: 0.4255 -1.4492 1.2251  0.21

Values from the calculation:
Molecular weight: 106.215 g/mol
Highest occupied orbital energy: -8.948 eV
Orbital gap: 9.7 eV

=====

#Q
One molecule with the formula C3H6S2, computed with the ωB97M-V functional and the def2-TZVPD basis.

Last column: natural (NBO) charge in e.
Cartesian coordinates (Å):
C: 2.0581 0.6458 -0.0157  -0.80
S: 1.1199 -0.8811 -0.1113  0.34
C: -0.5159 -0.1688 -0.1616  -0.30
C: -1.9283 -0.8304 0.0197  -0.69
S: -0.5831 1.4983 -0.0830  -0.05
H: 1.7183 1.3925 -0.8959  0.27
H: 1.8844 1.1820 1.1008  0.24
H: 3.1264 0.4398 0.0894  0.24
H: -2.0284 -1.4517 -0.9623  0.23
H: -1.8694 -1.7123 0.9097  0.24
H: -2.9820 -0.1142 0.1103  0.28

Values from the calculation:
Molecular weight: 106.215 g/mol
Highest occupied orbital energy: -8.241 eV
Orbital gap: 8.2 eV

=====

Energies in hartree, measured from the most stable structure: #P 0.0000; #Q 0.0466.

=====

#P
A 2-piece molecular cluster, C3H6S2 overall, computed with the ωB97M-V functional and the def2-TZVPD basis.

Last column: natural (NBO) charge in e.
Cartesian coordinates (Å):
C: 0.2724 1.2962 0.7338  -0.53
C: -0.8752 0.9758 0.1640  -0.10
C: 1.8416 -0.4818 -0.7199  -0.51
S: -2.9901 -1.6320 0.6793  -0.25
S: -1.9368 0.1751 -0.7027  0.28
H: 0.6123 2.3775 0.7369  0.25
H: 0.6697 0.6710 1.5596  0.25
H: 1.3667 -1.1193 0.0092  0.17
H: 1.8601 -0.5306 -1.7623  0.18
H: 2.6239 -0.0946 -0.1235  0.16
H: -3.4447 -1.6373 -0.5744  0.10

Values from the calculation:
Molecular weight: 106.215 g/mol
Highest occupied orbital energy (spin up / spin down): -8.248 / -8.345 eV
Orbital gap (spin up / spin down): 6.3 / 8.0 eV

=====

#Q
A 2-piece molecular cluster, C3H6S2 overall, computed with the ωB97M-V functional and the def2-TZVPD basis.

Last column: natural (NBO) charge in e.
Cartesian coordinates (Å):
C: -1.2406 -0.6434 -1.1695  -0.48
C: -0.9006 0.4050 -0.0409  -0.37
C: 1.9141 -0.3540 0.5816  -0.49
S: -1.7042 -1.0402 0.5748  0.18
S: -1.3048 2.0336 0.1661  0.10
H: -2.0224 -0.3106 -1.9293  0.22
H: -0.4629 -1.2008 -1.4546  0.21
H: 2.0905 -0.1728 1.6198  0.16
H: 2.5769 0.3248 0.0338  0.16
H: 1.8149 -1.3684 0.2801  0.17
H: -0.7610 2.3268 1.3381  0.13

Values from the calculation:
Molecular weight: 106.215 g/mol
Highest occupied orbital energy (spin up / spin down): -7.630 / -8.807 eV
Orbital gap (spin up / spin down): 7.8 / 8.6 eV

=====

Energies in hartree, measured from the most stable structure: #P 0.0280; #Q 0.0000.

=====

#P
One molecule with the formula C8H14O2, computed with the ωB97M-V functional and the def2-TZVPD basis.

Last column: natural (NBO) charge in e.
Cartesian coordinates (Å):
C: -1.8024 1.6471 -0.7955  -0.55
C: -1.6730 0.5213 -0.0642  0.37
C: -1.4910 0.5377 1.4653  -0.70
O: -1.9418 -0.7060 -0.4569  -0.52
C: -1.1374 -1.8370 -0.0290  -0.06
C: 0.2176 -1.8725 -0.7332  -0.48
C: 1.1814 -0.8106 -0.1673  0.34
O: 1.4590 -1.2394 1.0806  -0.69
C: 1.5493 0.3010 -0.7548  -0.34
C: 2.5066 1.3294 -0.3227  -0.63
H: -2.1211 1.4886 -1.8167  0.20
H: -1.9986 2.6393 -0.4041  0.21
H: -1.6193 1.6279 1.7600  0.22
H: -0.4367 0.2852 1.7333  0.23
H: -2.2621 -0.1263 1.9584  0.22
H: -1.8274 -2.6170 -0.2833  0.20
H: -0.9665 -1.8389 0.9990  0.18
H: 0.7622 -2.7858 -0.7620  0.23
H: -0.0010 -1.4235 -1.6523  0.22
H: 2.2162 -0.5969 1.3669  0.48
H: 0.9003 0.6764 -1.4954  0.23
H: 3.3134 1.2927 -1.0592  0.22
H: 3.0619 1.1751 0.7131  0.18
H: 2.1103 2.3321 -0.2801  0.23

Values from the calculation:
Molecular weight: 142.198 g/mol
Highest occupied orbital energy: -8.299 eV
Orbital gap: 9.0 eV

=====

#Q
A 2-piece molecular cluster, C8H14O2 overall, computed with the ωB97M-V functional and the def2-TZVPD basis.

Last column: natural (NBO) charge in e.
Cartesian coordinates (Å):
C: -0.3944 1.7238 -1.0428  -0.48
C: -0.4154 0.5744 -0.3324  0.29
O: -1.5718 -0.0858 0.0902  -0.51
C: -0.6506 -0.8954 -0.6510  0.20
C: 0.0241 -1.9826 0.0768  -0.65
C: -1.0711 -1.1982 -2.0736  -0.08
O: 0.1186 -1.4382 -2.8127  -0.72
H: -1.2357 2.3965 -1.0225  0.21
H: 0.5187 2.0601 -1.5048  0.21
H: 0.5520 -1.5219 0.9809  0.25
H: -0.6819 -2.6996 0.4904  0.22
H: 0.7894 -2.4579 -0.5308  0.23
H: -1.6192 -0.3345 -2.4712  0.18
H: -1.7269 -2.0820 -2.0836  0.17
H: -0.1210 -1.6707 -3.7159  0.47
C: 1.3706 -0.2070 1.8757  -0.42
C: 0.9673 0.9342 1.1929  -0.21
C: 0.2084 1.9812 1.9870  -0.64
H: 0.8619 -0.5072 2.7824  0.20
H: 2.3316 -0.6603 1.6830  0.21
H: 1.7268 1.3557 0.5399  0.21
H: 0.7324 2.2451 2.9035  0.22
H: 0.0639 2.8757 1.3798  0.22
H: -0.7778 1.5944 2.2588  0.22

Values from the calculation:
Molecular weight: 142.198 g/mol
Highest occupied orbital energy (spin up / spin down): -7.548 / -7.549 eV
Orbital gap (spin up / spin down): 7.7 / 7.7 eV

=====

Energies in hartree, measured from the most stable structure: #P 0.0000; #Q 0.0879.

=====

#P
A 2-piece molecular cluster, C4H14N4 overall, computed with the ωB97M-V functional and the def2-TZVPD basis.

Last column: natural (NBO) charge in e.
Cartesian coordinates (Å):
C: -1.4754 -0.1924 0.1012  0.27
C: 0.2880 1.2019 -1.0640  -0.44
N: -0.0509 0.4114 0.1314  -0.50
N: -2.3612 0.9397 0.2469  -0.86
N: -1.7850 -0.9423 -1.0616  -0.85
H: -0.0242 0.8809 1.0782  0.46
H: -1.4610 -0.8587 0.9665  0.22
H: -3.2806 0.6959 -0.1002  0.39
H: -2.4477 1.2046 1.2219  0.37
H: -1.1102 -1.6970 -1.1571  0.42
H: -1.8000 -0.3717 -1.8988  0.35
H: -0.5334 1.8813 -1.2857  0.23
H: 1.1884 1.7815 -0.8722  0.22
H: 0.4641 0.5269 -1.9003  0.22
C: 2.3787 -0.1200 0.7616  -0.70
C: 1.0121 -0.7134 0.5145  0.39
N: 0.7802 -1.8267 -0.0666  -0.89
H: 1.6344 -2.3705 -0.1880  0.35
H: 0.4053 -0.4597 2.0791  -0.31
H: 2.3170 0.8524 1.2447  0.22
H: 2.9351 -0.0394 -0.1790  0.20
H: 2.9263 -0.7846 1.4276  0.24

Values from the calculation:
Molecular weight: 118.184 g/mol
Highest occupied orbital energy: -7.056 eV
Orbital gap: 7.9 eV

=====

#Q
C4H14N4 as an isolated structure, computed with the ωB97M-V functional and the def2-TZVPD basis.

Last column: natural (NBO) charge in e.
Cartesian coordinates (Å):
C: 1.4938 -0.3731 -0.4820  0.11
C: 1.9311 -0.2214 0.9756  -0.62
N: 0.4288 0.5466 -0.8140  -0.87
N: 1.0878 -1.7809 -0.7025  -0.86
H: 2.3682 -0.1171 -1.1092  0.15
H: 1.8877 -2.4023 -0.6227  0.35
H: 0.3522 0.6408 -1.8222  0.36
H: -0.0486 1.7730 0.2669  0.48
H: 0.7186 -1.8851 -1.6420  0.36
H: 1.1114 -0.4751 1.6506  0.19
H: 2.7620 -0.8903 1.2074  0.21
H: 2.2491 0.8041 1.1691  0.21
C: -1.7248 -0.8091 0.3905  -0.68
C: -1.4306 0.4644 -0.3482  0.55
N: -1.0069 1.6838 0.7647  -0.88
N: -2.1898 0.8468 -1.3032  -0.86
H: -0.9169 1.3753 1.7288  0.40
H: -1.6775 2.4423 0.6806  0.41
H: -1.9732 1.7716 -1.6676  0.33
H: -2.6760 -0.7076 0.9206  0.22
H: -1.8140 -1.6194 -0.3284  0.25
H: -0.9323 -1.0672 1.0871  0.22

Values from the calculation:
Molecular weight: 118.184 g/mol
Highest occupied orbital energy: -7.625 eV
Orbital gap: 8.4 eV

=====

#R
A 2-piece molecular cluster, C4H14N4 overall, computed with the ωB97M-V functional and the def2-TZVPD basis.

Last column: natural (NBO) charge in e.
Cartesian coordinates (Å):
N: 2.5250 -0.6624 0.4784  -0.82
C: 2.3185 -0.7606 -0.9256  -0.08
C: 1.7920 0.2164 -1.6590  -0.09
N: 1.5990 0.1518 -3.0568  -0.83
H: 2.6705 -1.5610 0.9152  0.36
H: 1.6869 -0.2899 0.9225  0.36
H: 2.6709 -1.6699 -1.3998  0.18
H: 1.4094 1.0998 -1.1551  0.17
H: 2.4364 -0.0087 -3.5956  0.37
H: 1.1708 0.9965 -3.4107  0.37
N: -0.8495 -1.0454 2.1633  -0.83
C: -1.3607 0.2641 1.7545  -0.22
C: -2.2553 0.1119 0.5287  -0.22
N: -2.7643 1.4161 0.1183  -0.83
H: -0.3163 -0.9367 3.0248  0.36
H: -0.1942 -1.3934 1.4781  0.34
H: -0.5664 0.9889 1.5301  0.15
H: -1.9846 0.6346 2.5694  0.20
H: -1.6466 -0.3763 -0.2486  0.16
H: -3.0735 -0.5577 0.7844  0.20
H: -1.9680 2.0094 -0.0766  0.34
H: -3.3000 1.3724 -0.7396  0.36

Values from the calculation:
Molecular weight: 118.184 g/mol
Highest occupied orbital energy: -7.633 eV
Orbital gap: 8.6 eV

=====

Energies in hartree, measured from the most stable structure: #P 0.0804; #Q 0.0586; #R 0.0000.

=====

#P
One molecule with the formula C3H2N4, computed with the ωB97M-V functional and the def2-TZVPD basis.

Last column: natural (NBO) charge in e.
Cartesian coordinates (Å):
N: 2.7677 0.3112 0.5758  -0.19
C: 1.9995 0.5502 -0.2553  0.22
C: 0.5717 0.3998 -0.0957  -0.03
C: -0.1451 -0.7502 -0.2503  -0.09
N: -1.4052 -0.3086 -0.0139  -0.32
N: -1.4321 0.9671 0.3420  -0.04
N: -0.2123 1.4079 0.3292  -0.22
H: 0.1196 -1.7523 -0.5332  0.24
H: -2.2638 -0.8250 -0.0986  0.42

Values from the calculation:
Molecular weight: 94.077 g/mol
Highest occupied orbital energy: -10.136 eV
Orbital gap: 10.2 eV

=====

#Q
One molecule with the formula C3H2N4, computed with the ωB97M-V functional and the def2-TZVPD basis.

Last column: natural (NBO) charge in e.
Cartesian coordinates (Å):
N: 3.1570 0.0758 0.1204  -0.28
C: 2.0097 0.1678 0.2480  0.26
C: 0.5825 0.2382 0.2499  -0.08
C: -0.2975 -0.7469 -0.1270  -0.03
N: -1.4782 -0.1066 -0.1613  -0.33
N: -1.3537 1.1883 0.1765  -0.03
N: -0.1124 1.4023 0.4369  -0.18
H: -0.1761 -1.7952 -0.3522  0.25
H: -2.3313 -0.4236 -0.5912  0.42

Values from the calculation:
Molecular weight: 94.077 g/mol
Highest occupied orbital energy: -10.447 eV
Orbital gap: 10.9 eV

=====

Energies in hartree, measured from the most stable structure: #P 0.0423; #Q 0.0000.

=====

#P
One molecule with the formula C5H11OP, computed with the ωB97M-V functional and the def2-TZVPD basis.

Last column: natural (NBO) charge in e.
Cartesian coordinates (Å):
C: -2.8542 0.1445 -0.5550  -0.38
C: -2.0514 0.5035 0.4149  -0.49
P: -0.4882 1.4213 0.3293  0.56
C: 0.7059 0.0398 0.5422  -0.53
C: 0.3561 -1.2490 -0.0684  -0.64
C: 2.2431 0.4709 0.3320  -0.06
O: 2.7562 0.9648 -0.8787  -0.70
H: -3.8303 -0.4081 -0.4730  0.21
H: -2.4105 0.0262 -1.5524  0.19
H: -2.4166 0.3763 1.4594  0.21
H: -0.7392 1.4259 -1.0346  -0.06
H: 0.7383 -0.0736 1.6734  0.23
H: 0.3445 -2.1402 0.6628  0.22
H: 0.9678 -1.4296 -0.9665  0.22
H: -0.6435 -1.1890 -0.4743  0.22
H: 2.8544 -0.4173 0.6017  0.18
H: 2.4484 1.0871 1.1832  0.16
H: 2.5115 1.8013 -1.0089  0.46

Values from the calculation:
Molecular weight: 118.116 g/mol
Highest occupied orbital energy: -9.171 eV
Orbital gap: 10.1 eV

=====

#Q
A 2-piece molecular cluster, C5H11OP overall, computed with the ωB97M-V functional and the def2-TZVPD basis.

Last column: natural (NBO) charge in e.
Cartesian coordinates (Å):
C: 0.5277 0.7076 -1.6734  -0.61
C: 0.3974 -1.4865 0.1059  -0.70
C: -1.7707 -0.3337 0.6612  -0.70
C: 0.2871 1.1534 -0.2263  -0.48
C: -0.2917 -0.1459 0.4352  0.05
O: 2.1395 1.2225 2.0273  -0.99
P: 1.1715 0.3929 2.7549  1.07
H: -0.2579 -0.0683 -1.8521  0.20
H: 0.4494 1.6685 -2.2640  0.22
H: 1.5824 0.2531 -1.8400  0.21
H: -0.1345 -2.2486 0.6155  0.21
H: 0.1716 -1.6933 -0.8707  0.20
H: 1.5290 -1.5363 0.1734  0.22
H: -2.1896 0.4950 1.2549  0.23
H: -1.9970 -1.3988 1.0687  0.22
H: -2.2620 -0.4721 -0.3817  0.20
H: 1.1343 1.5381 0.2399  0.24
H: -0.4867 1.9524 -0.2285  0.20

Values from the calculation:
Molecular weight: 118.116 g/mol
Highest occupied orbital energy (spin up / spin down): -7.142 / -7.059 eV
Orbital gap (spin up / spin down): 6.6 / 6.3 eV

=====

#R
C5H11OP as an isolated structure, computed with the ωB97M-V functional and the def2-TZVPD basis.

Last column: natural (NBO) charge in e.
Cartesian coordinates (Å):
C: 0.2703 1.3727 -0.0879  -0.47
C: -0.8672 0.6771 0.6689  -0.45
C: 1.7373 1.1558 0.0789  -0.13
C: -0.8432 -0.9090 0.5087  -0.47
C: -1.7989 -1.4261 -0.5532  -0.65
O: 2.2253 -0.0672 -0.5789  -0.76
P: 0.8513 -1.0958 0.0475  1.13
H: 0.1103 0.9734 -1.1655  0.20
H: 0.1385 2.4635 -0.1439  0.23
H: -0.6902 0.9865 1.7569  0.20
H: -1.8235 1.0160 0.4032  0.22
H: 2.2201 1.9043 -0.5794  0.22
H: 2.0600 1.1432 1.1445  0.19
H: -1.5822 -2.4106 -0.7498  0.21
H: -1.8167 -0.8049 -1.3392  0.19
H: -2.8013 -1.5429 -0.1972  0.21
H: 1.2999 -2.3842 -0.4801  0.01
H: 1.3101 -1.0518 1.2667  -0.08

Values from the calculation:
Molecular weight: 118.116 g/mol
Highest occupied orbital energy: -7.696 eV
Orbital gap: 8.4 eV

=====

Energies in hartree, measured from the most stable structure: #P 0.0000; #Q 0.0304; #R 0.0701.